# 1
{"formula": "C4H14N2OS", "method": "ωB97M-V/def2-TZVPD", "symbols": ["N", "C", "N", "C", "C", "C", "S", "H", "H", "H", "H", "H", "H", "H", "H", "H", "H", "H", "H", "O", "H", "H"], "coordinates": [[-0.2210, 0.3705, 1.5818], [0.0992, -1.0702, 1.8608], [1.1580, -1.5469, 0.8620], [0.8273, -1.8862, -0.4820], [0.2180, -0.9250, -1.5316], [1.1361, 0.1473, -2.0359], [0.4558, 1.6810, -3.0984], [-0.8335, 0.6274, 0.7807], [-0.6467, 1.0045, 2.3161], [0.4981, -0.8981, 2.8616], [-0.7704, -1.7272, 1.7741], [1.7394, -0.7012, 0.8613], [1.7114, -2.1071, -1.2427], [-0.0032, -2.7343, -0.5115], [-0.5299, -1.4505, -2.2271], [-0.6226, -0.3356, -0.9309], [1.8281, 0.7844, -1.4299], [1.9245, -0.3589, -2.7045], [1.3621, 2.6699, -2.7586], [-3.0368, 2.5866, 1.7545], [-2.4300, 2.8664, 2.4685], [-3.8639, 3.0031, 1.8319]], "atomic_forces_ev_per_a": [[-1.39, 1.76, -0.46], [-0.18, 1.64, -2.05], [0.04, 1.89, 1.78], [-1.31, -2.05, -3.73], [-4.97, 3.06, 2.88], [2.94, 1.29, -2.94], [0.30, -1.04, 0.71], [0.75, -1.00, 0.53], [0.98, -1.84, -0.45], [0.27, -1.38, -0.06], [0.18, -0.10, 0.38], [0.31, -0.58, -0.21], [-0.71, -0.95, 2.73], [2.22, 1.16, 0.36], [2.04, 0.58, 0.23], [1.34, -0.86, -1.04], [-1.14, -1.21, 0.80], [-1.21, 0.69, 0.47], [-0.50, -1.07, 0.06], [2.40, -1.04, 0.06], [-0.97, 0.05, -0.55], [-1.41, 1.00, 0.51]], "lumo_energy_ha": 0.0241, "charge": 0, "e_tot_ev": -20235.0344, "fmax_ha_per_bohr": 0.1266, "homo_ev": -8.730}

# 2
{"formula": "BrHIP", "method": "ωB97M-V/def2-TZVPD", "symbols": ["Br", "P", "I", "H"], "coordinates": [[1.2557, -2.4496, 0.0723], [1.2140, -0.4352, -0.9583], [3.1326, 0.6618, 0.1137], [0.5119, 0.4866, 0.1535]], "atomic_forces_ev_per_a": [[-0.18, 0.55, -0.19], [-0.70, 1.48, 2.37], [0.54, -0.07, -0.29], [0.35, -1.97, -1.90]], "lumo_energy_ha": -0.0190, "charge": 0, "e_tot_ev": -87448.3290, "fmax_ha_per_bohr": 0.0561, "homo_ev": -9.448}

# 3
{"formula": "C3H9N2O3", "method": "ωB97M-V/def2-TZVPD", "symbols": ["C", "C", "C", "O", "N", "O", "N", "O", "H", "H", "H", "H", "H", "H", "H", "H", "H"], "coordinates": [[-0.9148, -2.1651, -0.7561], [-0.8167, -0.9012, 0.0090], [0.3419, -0.2222, -0.5991], [1.5918, -0.6235, -0.7028], [0.4158, 1.3627, 0.1001], [0.1145, 2.2950, -0.6959], [0.7833, 1.4545, 1.2821], [0.7831, 2.6927, 1.8887], [-0.0714, -2.8358, -0.5462], [-1.7663, -2.6028, -0.2636], [-1.0010, -2.0627, -1.8271], [-1.6610, -0.3785, -0.2666], [-0.6034, -0.9944, 1.0323], [0.0257, 0.1504, -1.5446], [1.9154, -0.9587, 0.2326], [-0.0569, 3.1861, -0.2168], [0.9200, 2.6036, 2.8741]], "atomic_forces_ev_per_a": [[0.38, -2.10, 1.03], [2.96, -0.05, -0.62], [-0.23, 2.42, -1.20], [1.18, -1.54, 3.56], [1.38, -1.52, 3.51], [-1.43, 4.28, -1.12], [-0.30, -0.39, 1.06], [-0.30, -0.24, -1.23], [-0.15, 0.14, -0.16], [-0.60, -0.86, -0.67], [-0.36, 0.16, -0.19], [-1.86, 1.69, 0.21], [-0.51, -0.53, 1.64], [0.04, 0.23, -1.09], [-0.65, 0.59, -2.65], [0.48, -1.65, -0.68], [-0.03, -0.66, -1.41]], "lumo_energy_ha": -0.1593, "charge": 1, "e_tot_ev": -12367.5747, "fmax_ha_per_bohr": 0.0905, "homo_ev": -15.915}

# 4
{"formula": "C6H11BO", "method": "ωB97M-V/def2-TZVPD", "symbols": ["C", "C", "C", "B", "O", "C", "C", "C", "H", "H", "H", "H", "H", "H", "H", "H", "H", "H", "H"], "coordinates": [[1.8523, -1.0489, -1.9075], [0.6084, -0.5967, -1.8896], [-0.1656, -0.3445, -3.1466], [-0.2837, -0.1448, -0.4797], [-1.5194, 0.2024, -0.8825], [-0.1120, -0.0343, 1.2027], [-0.6989, 0.8362, 2.0076], [-0.5077, 0.8283, 3.4913], [2.4229, -1.2107, -1.0098], [2.3529, -1.2806, -2.8380], [0.4139, -0.6078, -4.0294], [-0.4419, 0.7066, -3.2002], [-1.0910, -0.9165, -3.1384], [-2.1395, 0.4813, -0.2064], [0.5412, -0.7690, 1.6616], [-1.3389, 1.6231, 1.6243], [-1.4677, 0.8044, 4.0060], [0.0774, -0.0366, 3.7967], [0.0199, 1.7289, 3.8068]], "atomic_forces_ev_per_a": [[0.13, -0.09, 0.13], [-1.13, 0.85, 2.40], [0.05, -0.09, -0.01], [0.77, -0.23, 0.40], [-0.77, 0.32, -0.69], [0.92, -0.91, -2.71], [-0.02, 0.03, 0.16], [-0.03, 0.05, -0.05], [0.11, -0.02, 0.27], [0.06, -0.04, -0.15], [0.05, -0.03, -0.07], [-0.08, 0.06, -0.11], [-0.09, 0.00, -0.10], [0.08, -0.07, 0.27], [0.09, -0.04, 0.18], [-0.08, 0.12, -0.17], [-0.03, 0.04, 0.09], [0.01, -0.02, 0.04], [-0.03, 0.07, 0.10]], "lumo_energy_ha": 0.0241, "charge": 0, "e_tot_ev": -9124.1103, "fmax_ha_per_bohr": 0.0585, "homo_ev": -9.468}

# 5
{"formula": "C10H18N2OSi", "method": "ωB97M-V/def2-TZVPD", "symbols": ["C", "C", "C", "C", "C", "C", "C", "C", "C", "C", "N", "N", "O", "Si", "H", "H", "H", "H", "H", "H", "H", "H", "H", "H", "H", "H", "H", "H", "H", "H", "H", "H"], "coordinates": [[2.1986, 0.3967, -0.6331], [1.5251, -0.3243, -1.3356], [-1.2530, -0.8771, 0.8927], [2.9362, 1.2796, 0.2809], [0.5585, -0.9681, -2.1394], [4.3799, 0.9051, 0.4975], [1.5522, -2.7315, 1.2032], [-3.4233, -0.0912, -1.1435], [-1.0841, 1.9803, -0.4124], [-3.3925, 1.2709, 1.6139], [-0.5337, -1.8094, 0.8853], [0.1698, -2.7591, 0.6409], [2.4069, 2.1737, 0.9520], [-2.2839, 0.5555, 0.2075], [0.8902, -1.9720, -2.1711], [-0.5228, -0.9526, -1.8135], [0.4541, -0.5635, -3.0633], [4.7540, 1.6015, 1.1106], [5.0669, 0.7510, -0.4322], [4.4596, 0.0105, 0.9636], [1.9932, -3.7230, 1.3851], [2.1239, -2.1905, 0.4028], [1.6662, -2.2508, 2.1243], [-3.0283, -0.0991, -2.1612], [-3.7740, -1.0864, -1.0242], [-4.4449, 0.3290, -1.1564], [-1.2827, 2.2293, -1.3893], [-1.1718, 2.8201, 0.1278], [-0.0677, 1.7333, -0.2121], [-3.8502, 2.1676, 1.3702], [-4.2484, 0.7433, 1.8762], [-2.7737, 1.4511, 2.5527]], "atomic_forces_ev_per_a": [[-0.45, 0.11, -0.11], [0.62, 2.45, 1.50], [-0.80, 0.29, 0.04], [-0.47, 0.17, 0.82], [-1.76, -1.53, 1.96], [-0.08, 0.24, -4.64], [0.10, -0.22, -2.50], [-0.57, 0.16, -0.42], [-0.63, -4.06, 1.05], [3.13, -0.66, 0.73], [-0.94, 2.50, -0.62], [1.72, -2.75, 0.75], [0.70, -1.57, -1.56], [0.08, 1.14, 0.76], [-0.20, -1.41, -0.60], [1.26, 0.01, 0.60], [0.41, 1.18, -3.07], [1.74, 2.72, 2.16], [-1.57, 0.64, 1.27], [-0.18, -3.05, 1.59], [-0.61, 0.07, -0.61], [0.13, -0.54, 1.01], [-0.25, 1.25, 1.43], [0.10, 0.39, 0.04], [0.39, -1.49, 0.61], [0.66, 0.91, -0.01], [-0.17, 0.33, -2.50], [-0.98, 3.16, 2.23], [0.89, -0.61, -0.42], [-0.30, 2.30, -0.91], [-1.24, -1.88, 0.59], [-0.74, -0.26, -1.12]], "lumo_energy_ha": 0.0154, "charge": 0, "e_tot_ev": -23561.9344, "fmax_ha_per_bohr": 0.0905, "homo_ev": -7.863}

# 6
{"formula": "C5H4N2O", "method": "ωB97M-V/def2-TZVPD", "symbols": ["C", "C", "C", "O", "N", "C", "C", "N", "H", "H", "H", "H"], "coordinates": [[-1.9456, -0.0626, 0.1690], [-1.0542, -1.0507, 0.7724], [0.1299, -0.7290, 0.1228], [1.3370, -1.0913, -0.0949], [2.0174, 0.1025, -0.5623], [1.0973, 1.0484, -0.6903], [-0.0538, 0.5170, -0.4095], [-1.4413, 0.8854, -0.5095], [-2.9562, 0.0008, 0.3988], [-1.2741, -1.8847, 1.5690], [2.7045, 0.1991, 0.2300], [1.4391, 2.0650, -0.9954]], "atomic_forces_ev_per_a": [[-0.20, -1.14, 2.06], [0.46, -2.37, 0.52], [-3.31, -0.85, 2.12], [3.35, -1.22, 0.45], [3.86, -2.75, 1.60], [0.65, 3.52, -1.03], [-4.91, 3.18, -2.29], [2.79, 0.99, -0.42], [-1.93, -0.28, 0.29], [0.32, 1.74, -2.17], [-0.50, 0.24, -1.32], [-0.58, -1.07, 0.19]], "lumo_energy_ha": 0.0159, "charge": 0, "e_tot_ev": -10272.9950, "fmax_ha_per_bohr": 0.1221, "homo_ev": -8.391}

# 7
{"formula": "C5H14N2", "method": "ωB97M-V/def2-TZVPD", "symbols": ["N", "C", "C", "C", "C", "N", "C", "H", "H", "H", "H", "H", "H", "H", "H", "H", "H", "H", "H", "H", "H"], "coordinates": [[-1.2998, -0.6016, -0.7719], [-0.4049, -2.2247, 1.4222], [-0.6504, -0.7350, 1.5834], [-0.5674, 0.0345, 0.2670], [0.9493, 0.3099, -0.1427], [1.1874, 0.8636, -1.4419], [1.0728, 2.3335, -1.4865], [-2.1510, -1.0427, -0.4542], [-1.1397, -0.3040, -1.7220], [-1.1619, -2.7270, 0.8230], [-0.4509, -2.7489, 2.3837], [0.5962, -2.4410, 1.0361], [0.1618, -0.2922, 2.1551], [-1.6104, -0.5537, 2.0751], [-0.9578, 1.0686, 0.3093], [1.5244, -0.6037, -0.0428], [1.2566, 1.0269, 0.5995], [0.4944, 0.5028, -2.0846], [0.0247, 2.6659, -1.5311], [1.5693, 2.7448, -2.3635], [1.5575, 2.7243, -0.6131]], "atomic_forces_ev_per_a": [[0.91, 0.51, 1.07], [0.14, -0.59, 0.45], [0.28, 0.35, -0.40], [-0.74, -0.70, -1.10], [0.64, 0.40, -0.47], [-2.03, 0.76, 0.91], [0.23, -0.18, -0.43], [-0.09, -0.31, -0.70], [-0.75, -0.20, -0.10], [0.08, 0.08, -0.27], [0.01, 0.36, -0.02], [-0.21, 0.04, -0.20], [-0.22, -0.03, 0.64], [0.17, 0.17, 0.04], [0.24, 0.18, 0.33], [-0.21, -0.48, 0.20], [0.51, 0.10, 0.30], [0.76, -0.49, -0.72], [0.09, -0.13, 0.17], [0.04, -0.17, -0.07], [0.16, 0.35, 0.37]], "lumo_energy_ha": [-0.1118, -0.2922], "charge": 1, "e_tot_ev": -8383.3370, "multiplicity": 2, "fmax_ha_per_bohr": 0.0457, "homo_ev": [-14.657, -13.729]}

# 8
{"formula": "C5H5NS2", "method": "ωB97M-V/def2-TZVPD", "symbols": ["N", "C", "C", "C", "S", "C", "C", "S", "H", "H", "H", "H", "H"], "coordinates": [[0.2784, -2.9071, -0.8501], [-0.1922, -1.8582, -0.6797], [-0.7633, -0.5422, -0.4736], [-0.0811, 0.5532, -1.3254], [-0.2837, 1.0210, -2.8452], [0.7088, 1.0330, -0.1462], [-0.2293, 0.2408, 0.7712], [0.4381, -0.7765, 2.1081], [-1.8602, -0.5770, -0.5776], [1.6980, 0.5897, -0.1566], [0.7980, 2.1511, -0.0195], [-1.0517, 0.8597, 1.1699], [0.5402, 0.2123, 3.0247]], "atomic_forces_ev_per_a": [[-0.70, 1.58, 0.27], [0.76, -1.75, -0.31], [-0.49, 0.43, -0.03], [-0.15, -0.09, -0.70], [0.04, -0.14, 0.52], [0.09, 1.53, 0.09], [-0.65, 0.09, 0.60], [0.07, 0.15, 0.14], [0.44, -0.08, 0.03], [0.31, -0.08, -0.01], [-0.07, -1.21, -0.08], [0.42, -0.24, -0.25], [-0.06, -0.17, -0.28]], "lumo_energy_ha": -0.0289, "charge": 0, "e_tot_ev": -28424.7911, "fmax_ha_per_bohr": 0.0376, "homo_ev": -9.231}

# 9
{"formula": "C4H6N2S", "method": "ωB97M-V/def2-TZVPD", "symbols": ["C", "C", "C", "C", "N", "N", "S", "H", "H", "H", "H", "H", "H"], "coordinates": [[0.2425, -1.4609, 0.3574], [1.6205, -1.0890, 0.1693], [-1.5357, 0.2397, 0.7010], [-2.5184, 1.0120, -0.1455], [-0.6628, -0.5045, 0.3345], [3.3084, 0.5365, -0.6324], [1.9077, 0.5690, 0.1322], [-0.1397, -2.5412, 0.4403], [2.5145, -1.7342, 0.0820], [-3.5586, 0.4363, -0.1688], [-2.0269, 1.0141, -1.1715], [-2.7893, 2.0434, 0.3078], [3.6377, 1.4787, -0.4063]], "atomic_forces_ev_per_a": [[1.57, -1.40, -0.47], [-2.16, -0.67, 0.71], [-0.81, 0.80, 0.26], [-1.37, -0.15, -0.20], [-0.39, -0.88, 0.26], [0.31, 1.20, 0.46], [0.54, -0.93, -0.35], [0.75, 1.87, -0.12], [-0.97, 0.29, -0.01], [2.31, 0.99, -0.05], [-1.17, 0.56, 0.99], [0.82, -1.72, -0.96], [0.58, 0.05, -0.51]], "lumo_energy_ha": [-0.0098, -0.0143], "charge": 0, "e_tot_ev": -18055.8295, "fmax_ha_per_bohr": 0.0490, "homo_ev": [-7.036, -7.435]}

# 10
{"formula": "C4H8O2", "method": "ωB97M-V/def2-TZVPD", "symbols": ["C", "C", "C", "O", "C", "O", "H", "H", "H", "H", "H", "H", "H", "H"], "coordinates": [[0.6408, -0.0438, 1.4032], [-0.0243, -0.3262, 0.0622], [0.8627, -1.1302, -0.8617], [1.9009, -1.6477, -0.5341], [-0.5713, 0.9262, -0.6632], [-1.9151, 0.7754, -1.0813], [0.9763, -0.9726, 1.8682], [-0.0614, 0.4486, 2.0844], [1.5175, 0.5992, 1.2855], [-0.9016, -0.9732, 0.2270], [0.4796, -1.2256, -1.9025], [-0.4500, 1.8089, -0.0163], [-0.0113, 1.1353, -1.5847], [-2.4429, 0.6257, -0.2868]], "atomic_forces_ev_per_a": [[0.01, 0.02, 0.07], [-0.13, 0.02, 0.04], [0.17, -0.13, 0.04], [-0.29, 0.17, -0.14], [0.33, 0.11, -0.06], [-0.13, -0.01, 0.20], [-0.01, 0.10, -0.05], [0.09, -0.04, -0.11], [-0.09, -0.05, -0.01], [0.12, 0.05, -0.03], [0.07, 0.00, 0.11], [-0.06, -0.19, -0.06], [-0.05, -0.09, 0.21], [-0.06, 0.04, -0.19]], "lumo_energy_ha": 0.0277, "charge": 0, "e_tot_ev": -8371.9996, "fmax_ha_per_bohr": 0.0071, "homo_ev": -9.853}

# 11
{"formula": "C6H20N3OV", "method": "ωB97M-V/def2-TZVPD", "symbols": ["C", "V", "N", "H", "H", "H", "H", "H", "H", "H", "H", "C", "N", "C", "C", "O", "N", "C", "C", "H", "H", "H", "H", "H", "H", "H", "H", "H", "H", "H", "H"], "coordinates": [[-4.5575, 1.1628, -0.8378], [-1.7962, 0.7964, -0.1241], [-1.8634, 2.3517, 1.4585], [-1.8008, -0.3211, -1.2314], [-3.8761, 0.4277, -0.3135], [-5.1802, 0.6218, -1.5853], [-4.0213, 1.9618, -1.3600], [-5.2393, 1.6789, -0.1257], [-1.0889, 3.0216, 1.4159], [-1.8541, 1.9936, 2.4187], [-2.7200, 2.9113, 1.3764], [0.6172, 0.8309, -1.8100], [1.3826, -0.1488, -1.0618], [2.5743, -0.6019, -1.7552], [0.9964, -0.5977, 0.1762], [-0.1220, -0.2189, 0.6700], [1.7131, -1.4218, 1.0118], [3.0175, -2.0251, 0.8737], [1.0692, -1.6884, 2.2818], [1.3153, 1.6122, -2.1578], [-0.2018, 1.3087, -1.2442], [0.2147, 0.3712, -2.7267], [3.4894, -0.2781, -1.2296], [2.5868, -1.6983, -1.8845], [2.5845, -0.1428, -2.7597], [3.6658, -1.6542, 1.6912], [2.9021, -3.1158, 1.0207], [3.4736, -1.8198, -0.0905], [0.8704, -0.7736, 2.8632], [0.1115, -2.2193, 2.1639], [1.7374, -2.3249, 2.8757]], "atomic_forces_ev_per_a": [[-0.39, 0.22, 0.29], [0.93, -0.53, 1.00], [-0.24, 0.72, 0.49], [-0.42, -0.84, -1.17], [-0.81, 0.27, -0.42], [0.72, 0.20, 0.62], [0.19, -0.16, -0.10], [0.55, -0.60, -0.25], [-0.26, -0.29, -0.03], [-0.06, 0.03, -0.28], [0.31, -0.09, 0.17], [0.11, -0.01, -0.89], [-0.13, -0.65, 1.33], [0.60, -0.09, -0.44], [-0.18, 0.02, 0.33], [-0.26, 0.91, -0.64], [-1.00, 1.18, -1.24], [0.55, -0.44, 0.33], [-0.42, -0.39, 0.99], [-0.38, -0.01, 0.41], [0.72, 0.11, -0.22], [-0.13, 0.11, 0.45], [-0.33, -0.08, -0.36], [-0.06, 0.51, -0.01], [-0.02, -0.29, 0.52], [-0.15, -0.12, -0.50], [0.21, 0.45, -0.25], [-0.02, -0.23, 0.48], [0.16, -0.27, -0.32], [0.36, 0.19, -0.06], [-0.18, 0.19, -0.22]], "lumo_energy_ha": [-0.1153, -0.1090], "charge": 1, "e_tot_ev": -38743.0030, "multiplicity": 2, "fmax_ha_per_bohr": 0.0385, "homo_ev": [-11.110, -10.431]}

# 12
{"formula": "C2H5O3Si", "method": "ωB97M-V/def2-TZVPD", "symbols": ["O", "C", "C", "O", "O", "Si", "H", "H", "H", "H", "H"], "coordinates": [[-2.5007, 1.5664, -0.5159], [-1.6025, 0.8093, 0.0313], [-1.6634, -0.4545, 0.4076], [-2.9114, -1.1444, 0.2591], [-0.2345, 1.4022, 0.2290], [1.0762, 0.6465, -0.2755], [-0.8233, -1.0554, 0.8824], [-3.3803, -0.4951, -0.4206], [1.6099, -0.6431, 0.2034], [1.2241, 0.6896, -1.7455], [2.1887, 1.3083, 0.3705]], "atomic_forces_ev_per_a": [[1.86, -1.60, 1.16], [-0.35, 3.22, -1.53], [0.30, -2.91, 1.15], [-0.47, 2.18, -2.02], [-1.91, 0.02, 0.33], [0.99, -0.22, -0.27], [-1.45, 0.92, -0.69], [1.15, -1.78, 2.03], [-0.75, -0.79, -0.07], [-0.02, -0.12, -0.13], [0.66, 1.08, 0.03]], "lumo_energy_ha": 0.1409, "charge": -1, "e_tot_ev": -16175.3044, "fmax_ha_per_bohr": 0.0696, "homo_ev": -2.679}